Entry 1:
This record from OMol25 describes a gas-phase ion, C4H6N3 (charge +1). The level of theory is ωB97M-V with the def2-TZVPD basis set.

Cartesian coordinates (Å):
C1 1.631 1.180 1.910
C2 0.829 1.984 1.278
N1 0.701 0.845 -0.039
N2 -0.462 0.228 -0.820
C3 -0.325 -1.181 -1.253
C4 -1.416 -0.754 -0.400
N3 1.050 0.220 1.115
H1 2.165 0.903 2.799
H2 -0.673 1.061 -1.271
H3 0.597 -1.691 -0.984
H4 -0.497 -1.398 -2.227
H5 -2.411 -0.481 -0.736
H6 -1.188 -0.915 0.629

Summary:
2S+1 = 1
Largest force on an atom = 4.5 eV Å⁻¹
SMILES = c1c2n([NH+]3CC3)n1-2
Gap between HOMO and LUMO = 9.07 eV
Energy above the lowest of the compared OMol25 structures with the same formula, charge and spin = 212.0 kcal/mol
Energy = -8699.3099 eV
HOMO level = -0.5144 Ha
Total charge = +1

***

Entry 2:
This record from OMol25 describes 2 unconnected molecules or ions with the total composition C16H14BCl4O6. The level of theory is ωB97M-V with the def2-TZVPD basis set.

Cartesian coordinates (Å):
Cl1 3.508 -4.994 2.684
C1 2.693 -4.537 1.235
C2 1.977 -3.352 1.177
Cl2 2.206 -2.126 2.374
C3 0.789 -3.332 0.346
O1 -0.323 -3.048 0.861
C4 0.813 -4.190 -0.930
O2 0.080 -3.885 -1.865
C5 1.691 -5.374 -0.854
Cl3 1.369 -6.640 -1.958
C6 2.649 -5.484 0.136
Cl4 3.865 -6.693 0.026
C7 -0.799 5.505 -2.905
C8 -0.289 4.141 -2.788
C9 0.815 3.467 -3.301
C10 0.854 2.195 -2.629
C11 -0.234 2.157 -1.752
B1 -0.764 1.510 -0.314
O3 -2.217 1.318 -0.314
C12 -2.564 0.833 0.971
C13 -1.241 0.449 1.745
C14 -1.460 -0.375 2.993
C15 -0.538 1.828 1.974
O4 -0.313 2.459 0.727
C16 -0.289 -0.360 0.821
O5 0.029 0.281 -0.368
O6 -0.948 3.331 -1.905
H1 -0.307 5.999 -3.743
H2 -1.882 5.525 -3.071
H3 -0.583 6.081 -1.993
H4 1.532 3.848 -4.031
H5 1.581 1.392 -2.738
H6 -3.083 1.628 1.554
H7 -3.267 -0.013 0.880
H8 -0.514 -0.876 3.251
H9 -1.780 0.246 3.844
H10 -2.196 -1.159 2.763
H11 -1.186 2.463 2.607
H12 0.418 1.674 2.507
H13 0.638 -0.553 1.393
H14 -0.730 -1.338 0.588

Summary:
2S+1 = 1
Largest force on an atom = 4.3 eV Å⁻¹
Gap between HOMO and LUMO = 3.69 eV
Energy above the lowest of the compared OMol25 structures with the same formula, charge and spin = 0.0 kcal/mol
Energy = -79870.3001 eV
HOMO level = -0.1417 Ha
Total charge = -1

***

Entry 3:
This record from OMol25 describes 7 unconnected molecules or ions with the total composition C5H27N2O7. The level of theory is ωB97M-V with the def2-TZVPD basis set.

Cartesian coordinates (Å):
N1 0.149 -0.330 1.192
C1 0.418 0.900 0.406
C2 -0.459 0.826 -0.847
O1 -1.812 0.715 -0.509
C3 1.925 0.916 0.015
N2 2.727 0.037 0.843
C4 3.767 -0.678 0.096
C5 3.188 0.719 2.041
H1 -0.322 -0.135 2.077
H2 -0.474 -0.959 0.696
H3 1.073 -0.699 1.439
H4 0.177 1.810 0.954
H5 -0.319 1.450 -1.738
H6 -0.150 -0.154 -1.225
H7 -2.232 1.539 -0.197
H8 2.187 1.985 0.066
H9 2.044 0.771 -1.059
H10 3.678 -1.706 0.455
H11 3.733 -0.733 -0.987
H12 4.796 -0.404 0.334
H13 3.874 1.540 1.772
H14 2.393 1.084 2.677
H15 3.907 0.109 2.595
H16 -0.346 -3.564 -0.266
H17 -0.687 -2.663 -1.323
O2 -0.028 -2.712 -0.600
H18 1.637 -2.782 2.568
H19 0.267 -3.191 3.088
O3 0.698 -2.732 2.357
H20 -3.910 -0.021 2.369
H21 -2.702 0.179 1.365
O4 -2.989 -0.209 2.192
H22 -3.185 -1.828 -1.909
H23 -2.063 -0.872 -1.972
O5 -2.240 -1.812 -2.111
H24 0.016 1.953 -4.032
H25 -0.705 0.746 -4.070
O6 -0.853 1.643 -3.729
H26 -2.710 3.985 -0.379
H27 -2.545 3.246 -1.809
O7 -2.820 3.184 -0.891

Summary:
2S+1 = 1
Largest force on an atom = 2.1 eV Å⁻¹
Gap between HOMO and LUMO = 10.07 eV
Energy above the lowest of the compared OMol25 structures with the same formula, charge and spin = 63.2 kcal/mol
Energy = -22929.3615 eV
HOMO level = -0.4568 Ha
Total charge = +1